Molecular formula: C3H5N3O
Method: DFT, wB97M-V/def2-TZVPD

```
12
Properties=species:S:1:pos:R:3:forces:R:3
H 0.666 1.616 -0.998 0.3 -0.3 -0.9
N 1.399 1.939 -0.343 -1.3 1.2 -0.7
N 1.403 1.235 0.638 1.9 -0.7 1.8
C 0.796 -0.068 0.690 -3.9 -0.4 1.1
C 0.158 -0.663 -0.621 0.7 -1.8 2.6
N -1.223 -0.380 -0.639 -0.6 0.3 -1.2
C -2.206 -0.426 0.026 0.0 0.2 0.3
O -3.194 -0.383 0.644 -0.4 -0.2 0.0
H -0.200 0.018 1.402 2.7 0.0 -1.3
H 1.456 -0.739 1.258 0.0 0.2 -0.6
H 0.656 -0.382 -1.503 0.4 0.7 -1.2
H 0.288 -1.768 -0.555 0.0 0.6 -0.1
```
Forces are in eV/Å.

Properties
SMILES: [H]/N=N\CCN=C=O
2S+1: 1
lowest unoccupied orbital energy: 0.5 eV
molecular weight: 99.09 g/mol
ΔE to the lowest compared entry with this formula, charge and spin: 311.7 kJ/mol